Entry 1:
{
  "formula": "C14H22BF13N2O9PS2",
  "method": "ωB97M-V/def2-TZVPD",
  "homo_energy_ha": -0.2079,
  "largest_force_ev_per_a": 5.46,
  "total_charge": -1,
  "relative_energy_kcal_mol": 0.0,
  "lumo_ev": 2.16,
  "elements": ["N", "B", "O", "S", "O", "O", "N", "S", "O", "O", "C", "C", "C", "F", "F", "C", "F", "F", "C", "F", "F", "C", "F", "F", "C", "F", "F", "C", "F", "F", "F", "H", "H", "H", "H", "H", "H", "H", "O", "P", "O", "C", "C", "O", "C", "C", "O", "C", "C", "H", "H", "H", "H", "H", "H", "H", "H", "H", "H", "H", "H", "H", "H", "H"],
  "coordinates": [[7.62806, -0.92369, 3.60101], [6.55552, -0.26849, 2.83756], [5.87897, 0.79308, 3.36992], [6.14320, -0.92223, 1.11351], [6.37434, 0.15444, 0.17015], [7.03921, -2.04386, 0.90417], [4.65700, -1.53126, 1.12850], [3.45445, -0.51398, 0.86692], [3.62440, 0.80914, 1.43872], [3.07336, -0.45859, -0.52897], [2.06711, -1.31168, 1.70947], [1.23156, -0.16452, 2.33214], [-0.16710, -0.67161, 2.59434], [-0.07370, -1.87079, 3.24917], [-0.78824, -0.96354, 1.42905], [-1.10258, 0.23059, 3.48806], [-1.24788, -0.36525, 4.68814], [-2.33902, 0.30273, 2.94695], [-0.66375, 1.69027, 3.80280], [-1.64348, 2.16491, 4.61462], [0.44181, 1.71726, 4.56395], [-0.58065, 2.67572, 2.58664], [-1.62886, 3.52275, 2.66368], [-0.72844, 2.02512, 1.40867], [0.69391, 3.55246, 2.50690], [0.61563, 4.45545, 3.51304], [1.81022, 2.85116, 2.63037], [0.82058, 4.36389, 1.17015], [1.59344, 5.41838, 1.38273], [-0.34368, 4.70175, 0.63672], [1.44427, 3.59440, 0.28462], [8.51666, -0.44781, 3.47018], [7.40742, -0.78357, 4.58588], [6.49639, 1.27785, 3.92918], [2.40527, -2.02818, 2.44837], [1.46877, -1.74398, 0.91220], [1.20085, 0.60539, 1.56411], [1.75625, 0.15116, 3.22840], [-2.79502, -2.42926, -2.31097], [-2.94062, -1.43179, -3.38384], [-1.49963, -1.01721, -3.94586], [-0.68814, -1.99305, -4.60933], [-1.16998, -2.28118, -6.02014], [-3.32378, -0.05480, -2.61804], [-3.72316, -0.05417, -1.24511], [-2.55597, 0.29352, -0.34583], [-3.81698, -1.06338, -4.68964], [-5.14598, -1.61184, -4.81167], [-6.11230, -1.01580, -3.80593], [-0.65542, -2.91023, -4.01574], [0.31889, -1.58156, -4.63578], [-2.14079, -2.78164, -6.01288], [-0.45963, -2.92490, -6.54007], [-1.28761, -1.35418, -6.58125], [-4.16217, -1.01225, -0.96443], [-4.50912, 0.69944, -1.14832], [-1.70635, -0.35271, -0.54438], [-2.83630, 0.20013, 0.69943], [-2.23097, 1.31814, -0.53283], [-5.10514, -2.69920, -4.70958], [-5.47418, -1.38902, -5.82570], [-5.87828, -1.33992, -2.79015], [-7.13216, -1.33015, -4.03163], [-6.06046, 0.07208, -3.82235]],
  "atomic_forces_ev_per_a": [[-0.27, 0.72, 0.26], [0.02, -0.08, 0.27], [0.12, 0.01, -0.44], [0.86, -0.84, -0.92], [-0.46, 0.47, 0.30], [-0.12, -0.20, 0.43], [-0.25, 0.66, 0.39], [0.43, 0.40, -1.06], [-0.02, -0.21, 0.68], [-0.30, -0.39, 0.01], [-0.34, 0.82, -0.06], [0.36, -0.95, -0.56], [0.65, -0.48, 0.34], [-0.18, 0.04, 0.17], [-0.07, 0.34, 0.23], [0.00, -0.38, -0.19], [0.17, 0.16, 0.12], [0.08, 0.14, -0.09], [-0.68, 0.22, 0.68], [-0.09, 0.01, -0.12], [0.32, -0.20, -0.41], [-0.29, 0.33, -0.59], [0.09, 0.00, 0.14], [0.30, -0.33, 0.31], [-0.18, 0.70, -0.01], [-0.01, -0.11, 0.20], [0.10, -0.22, 0.16], [0.65, -1.26, -0.38], [-0.30, 0.54, 0.11], [-0.27, 0.61, 0.27], [0.03, -0.18, -0.20], [0.21, -0.52, -0.35], [0.13, -0.03, 0.03], [-0.30, -0.07, 0.33], [0.03, -0.09, -0.10], [0.24, -0.45, 0.04], [-0.08, 0.33, 0.34], [-0.29, 0.39, 0.05], [-1.33, -1.74, -1.59], [2.03, 4.68, 1.94], [-0.51, -0.41, -0.36], [0.21, -0.23, -0.16], [-0.19, 0.04, 0.04], [-0.35, -0.28, -0.27], [0.18, 0.16, 0.32], [-0.11, 0.19, -0.34], [-0.26, -2.34, 0.12], [-0.27, 0.03, 0.01], [0.10, 0.02, 0.17], [-0.01, 0.05, 0.06], [-0.04, 0.10, 0.10], [0.04, -0.04, -0.01], [0.03, 0.01, 0.04], [0.07, 0.01, -0.01], [0.13, -0.09, -0.08], [0.02, 0.03, -0.14], [-0.08, -0.13, -0.04], [-0.04, 0.00, -0.02], [-0.05, 0.01, 0.00], [0.02, 0.01, -0.01], [0.15, 0.06, -0.03], [0.00, -0.02, -0.02], [0.02, -0.02, -0.05], [-0.02, 0.01, -0.07]]
}

Entry 2:
{
  "formula": "C14H22ClN2O3P",
  "method": "ωB97M-V/def2-TZVPD",
  "homo_energy_ha": -0.3151,
  "largest_force_ev_per_a": 1.87,
  "smiles": "CCC[C@@](C#N)([C@@H](Cl)C#N)P(C)CC.C[C@@H]1COC(=O)O1",
  "relative_energy_kcal_mol": 33.1,
  "lumo_ev": 0.71,
  "elements": ["C", "C", "C", "C", "C", "N", "C", "Cl", "C", "N", "P", "C", "C", "C", "H", "H", "H", "H", "H", "H", "H", "H", "H", "H", "H", "H", "H", "H", "H", "H", "C", "C", "C", "O", "C", "O", "O", "H", "H", "H", "H", "H", "H"],
  "coordinates": [[2.48108, -3.47173, -1.64403], [2.22277, -2.05544, -2.17348], [0.75559, -1.65568, -2.03809], [0.48623, -0.15720, -2.31500], [0.97756, 0.15559, -3.66231], [1.41501, 0.63669, -4.61057], [-1.06431, 0.05001, -2.38036], [-1.81609, -0.71916, -3.81097], [-1.75362, -0.43201, -1.17891], [-2.28360, -0.68659, -0.19285], [1.08407, 1.06262, -0.99520], [0.88177, 0.20094, 0.63263], [2.91251, 1.31950, -1.09093], [3.41970, 1.93147, -2.40322], [2.19206, -3.56266, -0.59915], [3.56329, -3.61521, -1.66047], [2.03355, -4.24024, -2.26912], [2.86769, -1.38951, -1.59664], [2.55955, -1.98498, -3.20704], [0.22597, -2.22059, -2.81259], [0.35539, -2.00180, -1.08803], [-1.24086, 1.11938, -2.45988], [1.85223, -0.01640, 1.08182], [0.33362, -0.73459, 0.54861], [0.33045, 0.84729, 1.31232], [3.12254, 2.03769, -0.29406], [3.49662, 0.43506, -0.82853], [2.71556, 2.67628, -2.77055], [3.47270, 1.16169, -3.17010], [4.41966, 2.34038, -2.29473], [-4.33970, 0.46505, 5.01194], [-3.44073, 1.34812, 4.18092], [-3.48488, 1.06677, 2.69764], [-2.17313, 1.45939, 2.27933], [-1.34879, 1.31522, 3.34146], [-0.16288, 1.35926, 3.27326], [-2.05401, 1.10448, 4.47797], [-5.37018, 0.52028, 4.66072], [-4.00393, -0.57173, 4.97336], [-4.31450, 0.77090, 6.05787], [-3.64734, 2.40192, 4.38804], [-4.24227, 1.64881, 2.17768], [-3.62175, 0.00846, 2.46388]],
  "atomic_forces_ev_per_a": [[0.69, 0.53, -0.27], [0.06, -0.24, 0.66], [0.45, -0.32, -0.96], [-0.47, -1.80, 0.15], [0.45, 1.19, 0.57], [-0.16, -0.47, -0.17], [0.14, 0.18, 0.01], [0.00, -0.02, 0.06], [0.06, 0.38, 0.18], [-0.02, -0.18, -0.17], [-0.22, 1.24, 0.31], [0.23, -0.24, -0.40], [0.42, -0.12, -0.22], [-0.38, -0.66, -0.08], [-0.31, -0.13, -0.01], [-0.01, -0.27, -0.06], [-0.21, -0.09, 0.14], [-0.12, 0.14, -0.01], [-0.10, 0.07, -0.11], [-0.19, -0.04, 0.12], [-0.02, 0.33, 0.16], [-0.18, 0.06, -0.05], [0.04, 0.00, -0.06], [-0.01, 0.01, 0.01], [0.11, -0.02, -0.20], [-0.34, -0.01, 0.18], [-0.08, -0.09, -0.03], [0.18, 0.23, 0.01], [0.05, 0.03, -0.08], [0.00, 0.22, 0.12], [0.24, -0.06, 0.32], [-0.42, -0.29, 0.19], [-0.12, 0.07, -0.19], [0.01, -0.01, 0.11], [-0.05, -0.04, 0.01], [0.06, 0.12, 0.28], [0.06, 0.14, -0.21], [0.01, 0.05, -0.04], [-0.03, 0.00, -0.15], [-0.05, 0.03, -0.03], [0.06, 0.02, -0.07], [0.15, 0.07, -0.09], [0.01, -0.01, 0.08]]
}

Entry 3:
{
  "formula": "C14H22ClNSn",
  "method": "ωB97M-V/def2-TZVPD",
  "homo_energy_ha": [-0.5230, -0.5231],
  "largest_force_ev_per_a": 1.61,
  "total_charge": 2,
  "lumo_ev": [-8.59, -8.59],
  "elements": ["C", "C", "C", "C", "Cl", "H", "H", "H", "H", "H", "H", "H", "H", "H", "C", "C", "C", "H", "C", "C", "H", "H", "H", "H", "C", "C", "C", "H", "C", "C", "H", "H", "H", "H", "Sn", "N", "H", "H", "H"],
  "coordinates": [[0.21000, 0.64728, -4.63492], [1.58440, 1.14068, -4.49198], [-0.03946, -0.78599, -4.82200], [-0.91882, 1.57881, -4.52300], [0.10990, 0.32637, -0.80039], [-0.07560, -1.07866, -5.88489], [-1.00189, -1.08459, -4.38212], [0.75070, -1.39252, -4.35697], [2.03307, 1.42801, -5.45852], [2.24074, 0.37424, -4.05437], [1.62698, 2.03031, -3.84651], [-1.21714, 2.00040, -5.49911], [-0.67399, 2.43122, -3.87159], [-1.80877, 1.08208, -4.10784], [1.65066, -1.47299, 3.49721], [1.07237, -2.42846, 2.62138], [1.43939, -2.09604, 1.28666], [0.54305, -3.32697, 2.91319], [2.27455, -0.91849, 1.35125], [2.43167, -0.57241, 2.73229], [3.13686, 0.16229, 3.10733], [1.58070, -1.47849, 4.57956], [1.26472, -2.68323, 0.38978], [2.82437, -0.50332, 0.51318], [-2.25066, 0.95106, 2.98355], [-2.08420, -0.27021, 3.68783], [-2.26237, -1.34518, 2.78121], [-1.93925, -0.36258, 4.76142], [-2.47750, -0.80658, 1.47454], [-2.45624, 0.64127, 1.59894], [-2.74050, 1.33381, 0.81067], [-2.37052, 1.93716, 3.42266], [-2.36263, -2.39497, 3.04224], [-2.80835, -1.34444, 0.58482], [-0.08373, -0.04136, 1.48281], [0.62910, 1.86645, 2.63356], [0.01424, 2.65818, 2.42021], [1.59573, 2.13939, 2.42103], [0.55846, 1.65846, 3.63689]],
  "atomic_forces_ev_per_a": [[-0.01, 0.07, -0.32], [0.31, 0.01, 0.84], [-0.10, -0.45, 0.76], [-0.32, 0.12, 0.83], [-0.01, 0.62, -1.17], [0.06, 0.33, 0.01], [0.16, 0.18, -0.31], [-0.07, 0.22, -0.32], [-0.30, -0.11, -0.04], [-0.18, 0.10, -0.36], [-0.11, -0.12, -0.38], [0.26, -0.21, -0.02], [0.08, -0.17, -0.39], [0.24, 0.04, -0.36], [0.61, -0.38, -0.44], [0.24, 0.45, 0.56], [-1.35, 0.17, 0.34], [-0.16, 0.27, -0.04], [0.00, 1.41, 0.78], [-0.21, -0.74, -0.21], [-0.30, 0.03, -0.02], [-0.04, -0.04, -0.20], [-0.08, 0.13, 0.21], [-0.12, -0.03, 0.17], [-0.27, -0.76, 0.00], [-0.73, 0.23, -0.38], [-0.04, 0.44, 0.20], [-0.01, -0.01, -0.30], [0.87, -0.65, 0.35], [0.95, 0.84, 0.53], [0.09, -0.14, 0.20], [0.33, -0.14, -0.10], [0.37, 0.23, -0.10], [0.30, 0.12, 0.31], [-0.07, -1.18, -0.23], [-0.21, -0.46, -0.25], [0.07, -0.26, 0.11], [-0.29, -0.28, 0.06], [0.05, 0.12, -0.31]]
}